Entry from the Open Molecules 2025 dataset: a molecular structure, C10H14BClN6Pt at a distorted geometry (ωB97M-V/def2-TZVPD).

For the electronic energy, the calculation gives -1321.675472 Eh. As for the gap between HOMO and LUMO (spin up / spin down): 7.87 / 4.18 eV. For the maximum force, the calculation gives 0.065 hartree/bohr.

Geometry as ORCA input:
```
! RIJCOSX wB97M-V def2-TZVPD def2/J DEFGRID3
* xyz 2 3
C -0.30780 0.77178 3.16351
N -0.21966 0.34015 1.89767
N 1.00187 -0.25684 1.72007
C 1.67355 -0.20884 2.89721
C 0.88011 0.43962 3.83822
B 1.40298 -0.80606 0.31974
N 0.20214 -1.62508 -0.23478
N -1.09827 -1.17655 -0.24892
C -1.89148 -2.13781 -0.81813
C -1.05622 -3.18371 -1.21616
C 0.23936 -2.81530 -0.85088
Pt -1.55583 0.62648 0.35427
N 1.61966 0.38274 -0.66698
N 0.63772 1.27824 -1.00832
C 1.20454 2.16697 -1.85720
C 2.56206 1.82056 -2.08522
C 2.76931 0.67086 -1.32415
H 0.70682 3.02378 -2.28834
H 3.63489 0.04647 -1.20551
H 3.27409 2.34686 -2.68256
H 2.37123 -1.51410 0.39559
H 1.17086 -3.32739 -0.98372
H 2.64742 -0.64134 2.98646
H -1.36347 -4.08040 -1.70296
H 1.09975 0.66877 4.85752
H -2.94907 -2.01375 -0.97309
H -1.13282 1.35483 3.50004
H -1.94072 1.20043 -1.39548
C -3.08773 1.03994 -1.41475
H -3.31087 0.29387 -2.18501
H -3.50807 0.70114 -0.46213
H -3.50720 2.02444 -1.63413
Cl -2.16915 2.58924 1.30811
*
```

Entry from the Open Molecules 2025 dataset: a molecular structure, C2H11NO2 at a distorted geometry (ωB97M-V/def2-TZVPD).

For the electronic energy, the calculation gives -287.977093 Eh. As for the gap between HOMO and LUMO: 9.61 eV. The calculation puts the energy above the lowest of the compared OMol25 structures with the same formula, charge and spin at 38.5 kcal per mole. For the maximum force, the calculation gives 0.051 hartree/bohr.

Geometry as ORCA input:
```
! RIJCOSX wB97M-V def2-TZVPD def2/J DEFGRID3
* xyz 0 1
H -0.67605 0.91234 -0.61454
O -1.11368 2.14250 -0.60904
N -0.17597 -0.12861 -0.08426
H -0.44252 2.82790 -0.65153
H 0.08459 0.29946 0.80994
C 0.98479 -0.77981 -0.76355
H 1.80970 -0.05565 -0.92850
H 0.72107 -1.12857 -1.76723
H -0.85999 -0.82715 0.21610
C 1.59222 -1.99498 -0.03991
H 2.47364 -1.71885 0.58077
H 0.78136 -2.39454 0.62168
H 1.68229 -2.86327 -0.64648
O -2.40153 1.85977 1.69926
H -2.21318 2.64886 1.16562
H -2.24672 1.20061 1.01168
*
```